[1]
ORCA calculation (wB97M-V/def2-TZVPD) on a cluster of 8 separate species, C39H53N8O4P in total at a distorted geometry.

Values from the calculation:
M (g/mol): 728.879
SMILES: COC[C@@](Cc1ccccc1)(OC)P(=N)(O)O.c1cc[nH]c1.c1cc[nH]c1.c1cc[nH]c1.c1cc[nH]c1.c1cc[nH]c1.c1cc[nH]c1.c1cc[nH]c1
Kohn-Sham gap (eV): 7.881
LUMO energy (Ha): 0.0027
Total charge: 0

CARTESIAN COORDINATES (ANGSTROEM)
C (2.16, 2.14, 3.30)
O (1.08, 1.83, 2.37)
C (0.65, 0.46, 2.49)
C (0.29, -0.26, 1.06)
C (-1.29, -0.27, 0.74)
C (-2.16, 0.81, 1.52)
C (-3.44, 0.30, 2.28)
C (-4.40, 1.24, 3.06)
C (-4.09, 2.78, 3.15)
C (-2.83, 3.32, 2.39)
C (-1.91, 2.33, 1.58)
O (1.15, 0.13, -0.02)
C (0.73, 1.30, -0.73)
P (0.74, -2.11, 1.38)
N (0.24, -3.05, 0.18)
O (0.05, -2.70, 2.83)
O (2.46, -2.21, 1.41)
H (1.90, 3.17, 3.76)
H (3.18, 2.30, 2.77)
H (2.25, 1.42, 4.17)
H (-0.17, 0.28, 3.29)
H (1.57, -0.14, 2.88)
H (-1.54, -0.22, -0.39)
H (-1.71, -1.30, 1.06)
H (-3.73, -0.81, 2.27)
H (-5.35, 0.84, 3.58)
H (-4.79, 3.47, 3.74)
H (-2.59, 4.43, 2.44)
H (-1.02, 2.80, 1.06)
H (1.55, 1.50, -1.53)
H (0.66, 2.26, -0.12)
H (-0.24, 1.20, -1.32)
H (-0.26, -2.49, -0.53)
H (-0.27, -1.96, 3.39)
H (2.77, -2.12, 2.35)
N (-0.53, -2.59, -3.20)
C (-1.03, -2.35, -4.46)
C (-1.04, -3.55, -5.14)
C (-0.54, -4.54, -4.26)
C (-0.24, -3.92, -3.07)
H (-0.41, -1.89, -2.49)
H (-1.33, -1.36, -4.76)
H (-1.37, -3.69, -6.16)
H (-0.42, -5.59, -4.47)
H (0.16, -4.31, -2.14)
N (1.67, 6.89, -0.96)
C (2.57, 6.00, -1.51)
C (2.69, 4.94, -0.65)
C (1.84, 5.19, 0.46)
C (1.22, 6.39, 0.23)
H (1.39, 7.76, -1.38)
H (3.04, 6.20, -2.46)
H (3.32, 4.08, -0.79)
H (1.69, 4.55, 1.32)
H (0.50, 6.94, 0.82)
N (5.69, 7.27, 2.79)
C (6.17, 6.47, 3.79)
C (5.42, 5.32, 3.81)
C (4.45, 5.43, 2.78)
C (4.65, 6.64, 2.17)
H (6.05, 8.18, 2.55)
H (7.00, 6.79, 4.41)
H (5.55, 4.49, 4.49)
H (3.70, 4.70, 2.51)
H (4.13, 7.11, 1.34)
N (-1.38, -8.61, -3.41)
C (-2.15, -9.26, -4.33)
C (-3.41, -8.71, -4.30)
C (-3.40, -7.69, -3.32)
C (-2.13, -7.64, -2.79)
H (-0.41, -8.81, -3.21)
H (-1.74, -10.06, -4.93)
H (-4.25, -9.02, -4.91)
H (-4.22, -7.05, -3.04)
H (-1.70, -7.01, -2.03)
N (-6.16, -10.35, -6.64)
C (-6.76, -11.57, -6.48)
C (-8.10, -11.36, -6.31)
C (-8.32, -9.96, -6.38)
C (-7.10, -9.36, -6.59)
H (-5.17, -10.20, -6.78)
H (-6.18, -12.48, -6.49)
H (-8.85, -12.12, -6.15)
H (-9.27, -9.44, -6.29)
H (-6.83, -8.32, -6.70)
N (5.20, 8.76, -1.03)
C (6.30, 9.02, -1.80)
C (5.89, 9.73, -2.90)
C (4.49, 9.92, -2.78)
C (4.09, 9.31, -1.61)
H (5.21, 8.24, -0.16)
H (7.28, 8.67, -1.50)
H (6.53, 10.09, -3.69)
H (3.84, 10.44, -3.47)
H (3.12, 9.22, -1.15)
N (-0.33, -0.43, 6.61)
C (-1.34, -1.22, 7.09)
C (-0.79, -2.10, 7.99)
C (0.60, -1.83, 8.05)
C (0.85, -0.79, 7.19)
H (-0.45, 0.31, 5.93)
H (-2.36, -1.08, 6.76)
H (-1.33, -2.86, 8.54)
H (1.33, -2.34, 8.66)
H (1.77, -0.28, 6.95)

***

[2]
ORCA calculation (wB97M-V/def2-TZVPD) on a structure of composition C39H54BFN9S2Sn.

Values from the calculation:
M (g/mol): 861.579
Kohn-Sham gap (alpha / beta) (eV): 4.050 / 1.902
LUMO energy (alpha / beta) (Ha): 0.0612 / 0.0289
Total charge: -1

CARTESIAN COORDINATES (ANGSTROEM)
Sn (-0.54, -1.17, 0.19)
C (1.78, 3.94, 2.04)
C (0.64, 3.05, 1.66)
C (-0.70, 3.37, 1.69)
C (-1.37, 2.23, 1.23)
N (-0.48, 1.28, 0.95)
N (0.75, 1.79, 1.20)
B (2.10, 1.08, 0.90)
N (2.33, 0.89, -0.60)
N (1.67, 0.00, -1.39)
C (2.22, 0.08, -2.60)
C (3.28, 1.00, -2.58)
C (3.30, 1.52, -1.31)
C (4.21, 2.57, -0.78)
C (1.76, -0.72, -3.79)
C (0.41, -0.17, -4.26)
C (1.64, -2.20, -3.39)
C (2.76, -0.58, -4.94)
N (2.28, -0.25, 1.69)
N (1.68, -1.42, 1.41)
C (2.16, -2.34, 2.24)
C (3.11, -1.74, 3.09)
C (3.15, -0.42, 2.71)
C (4.01, 0.65, 3.30)
C (1.74, -3.79, 2.25)
C (1.19, -4.14, 3.64)
C (2.97, -4.66, 1.97)
C (0.67, -4.05, 1.19)
C (-2.86, 2.08, 1.03)
C (-3.16, 1.64, -0.40)
C (-3.42, 1.05, 2.02)
C (-3.55, 3.42, 1.30)
H (1.38, 4.89, 2.41)
H (2.41, 3.50, 2.81)
H (2.42, 4.16, 1.18)
H (-1.13, 4.31, 1.99)
H (2.96, 1.80, 1.29)
H (3.91, 1.30, -3.40)
H (4.90, 2.86, -1.56)
H (3.65, 3.46, -0.47)
H (4.78, 2.22, 0.08)
H (-0.34, -0.29, -3.48)
H (0.49, 0.90, -4.48)
H (0.06, -0.69, -5.15)
H (0.90, -2.32, -2.60)
H (1.35, -2.81, -4.25)
H (2.60, -2.56, -3.01)
H (2.82, 0.45, -5.27)
H (3.75, -0.92, -4.65)
H (2.42, -1.19, -5.78)
H (3.67, -2.21, 3.88)
H (4.60, 0.23, 4.12)
H (4.70, 1.06, 2.56)
H (3.41, 1.48, 3.69)
H (1.96, -4.02, 4.40)
H (0.35, -3.49, 3.90)
H (0.85, -5.18, 3.66)
H (3.75, -4.48, 2.71)
H (2.69, -5.72, 2.01)
H (3.39, -4.44, 0.99)
H (-0.24, -3.51, 1.42)
H (1.03, -3.74, 0.20)
H (0.44, -5.12, 1.15)
H (-2.72, 0.66, -0.60)
H (-4.23, 1.57, -0.57)
H (-2.73, 2.34, -1.12)
H (-2.99, 0.08, 1.79)
H (-3.17, 1.31, 3.05)
H (-4.50, 0.97, 1.93)
H (-3.19, 4.20, 0.63)
H (-4.63, 3.31, 1.16)
H (-3.38, 3.74, 2.33)
C (-4.35, -3.89, -3.55)
S (-4.90, -3.36, -1.90)
C (-3.41, -3.02, -1.00)
S (-1.88, -2.91, -1.75)
N (-3.69, -2.86, 0.26)
N (-2.69, -2.40, 1.05)
C (-2.83, -2.65, 2.31)
C (-1.83, -2.18, 3.24)
C (-1.99, -2.34, 4.62)
C (-1.07, -1.80, 5.48)
C (0.02, -1.11, 4.95)
C (0.13, -1.03, 3.57)
N (-0.75, -1.56, 2.73)
H (-4.77, -3.22, -4.30)
H (-3.27, -3.84, -3.57)
H (-4.70, -4.91, -3.71)
H (-3.71, -3.19, 2.67)
H (-2.86, -2.87, 4.99)
H (-1.19, -1.89, 6.55)
H (0.77, -0.66, 5.59)
H (0.96, -0.50, 3.11)
F (-3.65, 5.35, -5.77)
C (-2.89, 4.59, -4.89)
C (-1.84, 5.19, -4.21)
C (-1.08, 4.44, -3.34)
C (-1.33, 3.05, -3.11)
C (-0.58, 2.30, -2.22)
C (-2.43, 2.49, -3.85)
C (-3.18, 3.25, -4.72)
H (-1.63, 6.24, -4.37)
H (-0.27, 4.91, -2.80)
H (-0.78, 1.24, -2.07)
H (0.24, 2.74, -1.67)
H (-2.65, 1.44, -3.72)
H (-4.01, 2.81, -5.27)

***

[3]
ORCA calculation (wB97M-V/def2-TZVPD) on a structure of composition C39H55ClN7O4SSiV at a distorted geometry.

Values from the calculation:
M (g/mol): 832.464
Kohn-Sham gap (alpha / beta) (eV): 4.274 / 4.261
⟨S²⟩: 3.766
Energy relative to the best compared isomer or geometry (same formula, charge and spin) (kcal/mol): 0.0
LUMO energy (alpha / beta) (Ha): 0.0777 / 0.0772
Total charge: -1
Spin multiplicity: 4

CARTESIAN COORDINATES (ANGSTROEM)
V (-0.04, -0.77, 1.63)
C (-1.20, 3.10, 6.60)
C (-1.53, 3.01, 5.12)
N (-0.37, 2.73, 4.32)
C (-0.10, 1.59, 3.62)
S (-1.32, 0.37, 3.49)
N (1.12, 1.56, 3.12)
N (1.38, 0.48, 2.34)
C (2.57, 0.36, 1.86)
C (3.67, 1.35, 2.12)
C (2.79, -0.83, 1.03)
C (4.06, -1.23, 0.62)
C (4.19, -2.37, -0.15)
C (3.06, -3.10, -0.48)
C (1.83, -2.65, -0.01)
N (1.69, -1.55, 0.72)
H (-2.10, 3.31, 7.19)
H (-0.48, 3.90, 6.80)
H (-0.78, 2.16, 6.95)
H (-1.99, 3.95, 4.78)
H (-2.25, 2.22, 4.93)
H (0.43, 3.34, 4.39)
H (4.20, 1.12, 3.04)
H (3.23, 2.34, 2.24)
H (4.39, 1.37, 1.30)
H (4.92, -0.64, 0.89)
H (5.17, -2.68, -0.50)
H (3.10, -3.98, -1.11)
H (0.91, -3.15, -0.30)
N (-0.98, -3.93, 1.61)
C (-2.02, -3.11, 1.16)
C (-3.25, -3.71, 0.88)
C (-4.27, -2.92, 0.37)
C (-4.04, -1.57, 0.18)
C (-2.80, -1.06, 0.50)
N (-1.80, -1.81, 0.97)
C (-0.02, -3.68, 2.56)
C (0.70, -4.78, 3.07)
C (1.63, -4.56, 4.05)
C (1.83, -3.27, 4.54)
C (1.11, -2.25, 3.96)
N (0.23, -2.43, 2.96)
H (-1.15, -4.90, 1.44)
H (-3.39, -4.77, 1.05)
H (-5.22, -3.37, 0.13)
H (-4.80, -0.91, -0.23)
H (-2.54, -0.02, 0.35)
H (0.51, -5.77, 2.67)
H (2.20, -5.40, 4.45)
H (2.53, -3.06, 5.33)
H (1.22, -1.22, 4.28)
Cl (2.98, -5.59, -5.75)
C (1.88, -4.77, -4.64)
C (2.16, -3.48, -4.21)
C (1.30, -2.84, -3.34)
C (0.10, -3.44, -2.84)
C (-0.72, -2.81, -1.92)
C (-0.13, -4.77, -3.33)
C (0.73, -5.41, -4.20)
H (3.05, -2.97, -4.55)
H (1.54, -1.83, -3.01)
H (-1.60, -3.31, -1.52)
H (-0.47, -1.81, -1.58)
H (-1.03, -5.30, -3.00)
H (0.51, -6.41, -4.54)
C (-3.10, 2.97, 1.18)
C (-2.11, 3.63, 0.23)
C (-0.91, 4.17, 1.00)
C (-2.79, 4.77, -0.54)
O (-1.73, 2.67, -0.76)
Si (-0.43, 1.67, -0.96)
O (-0.30, 0.53, 0.12)
O (-0.61, 1.11, -2.50)
C (-1.71, 1.02, -3.41)
C (-2.93, 0.43, -2.71)
C (-2.03, 2.41, -3.96)
C (-1.25, 0.09, -4.53)
O (0.93, 2.63, -0.98)
C (2.07, 2.64, -1.84)
C (3.06, 3.59, -1.18)
C (2.67, 1.24, -1.94)
C (1.70, 3.17, -3.23)
H (-3.43, 3.66, 1.95)
H (-2.65, 2.11, 1.66)
H (-3.98, 2.63, 0.62)
H (-1.24, 4.95, 1.69)
H (-0.18, 4.59, 0.31)
H (-0.42, 3.38, 1.56)
H (-3.18, 5.52, 0.16)
H (-3.62, 4.37, -1.13)
H (-2.08, 5.24, -1.21)
H (-3.27, 1.09, -1.91)
H (-2.68, -0.55, -2.30)
H (-3.75, 0.30, -3.43)
H (-2.21, 3.10, -3.14)
H (-2.92, 2.36, -4.59)
H (-1.20, 2.78, -4.57)
H (-1.07, -0.91, -4.13)
H (-0.33, 0.46, -4.97)
H (-2.01, 0.03, -5.31)
H (3.25, 3.28, -0.16)
H (2.65, 4.61, -1.16)
H (4.01, 3.61, -1.73)
H (2.96, 0.88, -0.95)
H (3.56, 1.24, -2.58)
H (1.94, 0.54, -2.36)
H (1.21, 4.14, -3.14)
H (1.03, 2.48, -3.73)
H (2.60, 3.29, -3.84)

***

[4]
ORCA calculation (wB97M-V/def2-TZVPD) on a cluster of 13 separate species, C39H55F29N13O27S11 in total at a distorted geometry.

Values from the calculation:
M (g/mol): 2041.612
Kohn-Sham gap (eV): 5.437
LUMO energy (Ha): 0.1366
Total charge: -3

CARTESIAN COORDINATES (ANGSTROEM)
C (13.50, 13.15, 13.48)
C (13.77, 12.24, 12.28)
N (15.11, 12.19, 11.92)
C (16.08, 11.47, 12.60)
C (17.25, 11.61, 11.93)
N (17.05, 12.59, 10.91)
C (15.74, 12.94, 10.93)
C (17.96, 12.98, 9.86)
H (13.78, 12.77, 14.46)
H (12.46, 13.48, 13.51)
H (13.92, 14.12, 13.21)
H (13.11, 12.59, 11.48)
H (13.38, 11.23, 12.44)
H (15.80, 10.74, 13.34)
H (18.21, 11.11, 12.03)
H (15.31, 13.62, 10.21)
H (18.97, 13.07, 10.24)
H (17.66, 13.84, 9.25)
H (18.01, 12.10, 9.22)
C (18.38, 14.75, 21.40)
C (17.99, 15.47, 22.75)
N (16.60, 16.06, 22.67)
C (15.49, 15.50, 23.35)
C (14.40, 16.24, 22.96)
N (14.80, 17.31, 22.20)
C (16.12, 17.04, 21.83)
C (13.95, 18.43, 21.81)
H (17.57, 14.21, 20.91)
H (19.19, 14.02, 21.54)
H (18.67, 15.52, 20.68)
H (18.66, 16.29, 23.02)
H (18.06, 14.69, 23.51)
H (15.60, 14.58, 23.90)
H (13.36, 16.12, 23.23)
H (16.83, 17.63, 21.26)
H (14.29, 18.91, 20.89)
H (14.00, 19.23, 22.54)
H (12.98, 17.94, 21.79)
C (17.22, 19.61, 12.66)
C (15.68, 19.29, 12.95)
N (15.25, 19.94, 14.16)
C (15.34, 21.32, 14.52)
C (15.04, 21.55, 15.85)
N (14.66, 20.27, 16.35)
C (14.93, 19.31, 15.39)
C (14.33, 19.89, 17.74)
H (17.41, 20.66, 12.45)
H (17.73, 19.14, 11.82)
H (17.84, 19.50, 13.55)
H (15.48, 18.22, 12.98)
H (15.12, 19.66, 12.09)
H (15.67, 22.07, 13.82)
H (15.01, 22.29, 16.63)
H (15.05, 18.24, 15.49)
H (15.24, 19.73, 18.31)
H (13.82, 18.93, 17.80)
H (13.74, 20.60, 18.32)
C (26.87, 16.28, 22.27)
C (25.57, 15.69, 22.79)
N (24.55, 15.61, 21.60)
C (24.24, 14.47, 20.86)
C (23.31, 14.86, 19.84)
N (23.01, 16.15, 20.01)
C (23.87, 16.67, 20.97)
C (21.97, 16.89, 19.29)
H (26.66, 17.26, 21.83)
H (27.36, 15.66, 21.53)
H (27.60, 16.52, 23.04)
H (25.16, 16.40, 23.51)
H (25.67, 14.69, 23.23)
H (24.66, 13.54, 21.20)
H (22.90, 14.31, 19.00)
H (23.93, 17.74, 21.07)
H (21.61, 17.76, 19.83)
H (21.13, 16.21, 19.13)
H (22.28, 17.14, 18.27)
C (16.66, 14.72, 14.45)
C (17.48, 15.73, 15.30)
N (18.62, 15.17, 15.92)
C (19.93, 15.01, 15.45)
C (20.60, 14.24, 16.34)
N (19.81, 14.04, 17.49)
C (18.61, 14.64, 17.18)
C (20.11, 13.29, 18.77)
H (16.36, 13.90, 15.11)
H (17.15, 14.31, 13.57)
H (15.73, 15.23, 14.19)
H (16.83, 16.11, 16.10)
H (17.81, 16.56, 14.69)
H (20.13, 15.34, 14.44)
H (21.61, 13.84, 16.36)
H (17.79, 14.63, 17.88)
H (19.14, 12.95, 19.15)
H (20.38, 13.97, 19.58)
H (20.83, 12.50, 18.55)
N (16.41, 9.62, 17.22)
S (16.77, 10.92, 16.76)
O (15.98, 11.59, 15.72)
O (18.13, 11.31, 16.89)
F (16.11, 11.65, 18.05)
S (16.22, 8.87, 15.78)
O (17.16, 9.12, 14.64)
O (14.85, 8.58, 15.50)
F (16.78, 7.43, 16.26)
C (21.52, 14.39, 23.86)
F (21.30, 15.26, 22.86)
F (22.45, 14.78, 24.74)
F (20.40, 14.38, 24.58)
S (21.94, 12.62, 23.17)
O (21.42, 11.63, 24.13)
O (21.34, 12.50, 21.84)
O (23.40, 12.59, 23.11)
C (23.63, 15.27, 13.72)
F (23.85, 16.05, 14.76)
F (23.89, 14.06, 14.22)
F (22.41, 15.32, 13.31)
S (24.89, 15.63, 12.22)
O (24.87, 17.10, 11.96)
O (26.19, 15.12, 12.69)
O (24.22, 14.82, 11.15)
C (19.24, 16.33, 11.56)
F (18.79, 15.95, 10.36)
F (18.30, 16.85, 12.32)
F (19.76, 15.25, 12.12)
S (20.66, 17.68, 11.33)
O (20.20, 18.53, 10.20)
O (20.78, 18.36, 12.62)
O (21.93, 17.01, 10.91)
C (23.64, 10.37, 18.27)
F (23.34, 9.11, 18.02)
F (22.71, 10.76, 19.08)
F (24.89, 10.50, 18.81)
S (23.56, 11.40, 16.61)
O (23.98, 12.76, 16.88)
O (24.43, 10.71, 15.66)
O (22.14, 11.34, 16.22)
C (19.36, 19.62, 17.67)
F (19.91, 18.73, 16.74)
F (20.28, 20.12, 18.52)
F (18.68, 20.55, 17.03)
S (18.01, 18.64, 18.63)
O (17.53, 19.47, 19.75)
O (16.96, 18.36, 17.62)
O (18.70, 17.41, 19.02)
C (13.95, 14.85, 17.43)
F (12.92, 15.32, 16.76)
F (14.34, 13.63, 16.86)
F (14.93, 15.77, 17.31)
S (13.62, 14.70, 19.39)
O (14.91, 14.13, 19.78)
O (13.49, 16.07, 19.86)
N (12.36, 13.56, 19.55)
S (11.25, 14.35, 20.23)
O (11.61, 14.98, 21.49)
O (10.37, 15.10, 19.38)
C (10.12, 12.85, 20.73)
F (9.20, 13.30, 21.55)
F (9.65, 12.24, 19.68)
F (10.90, 12.01, 21.46)
C (11.29, 18.43, 13.84)
F (10.27, 18.59, 13.07)
F (11.87, 19.64, 13.88)
F (10.79, 17.92, 14.94)
S (12.44, 17.18, 13.05)
O (13.57, 17.00, 13.93)
O (11.68, 15.97, 12.86)
N (12.93, 18.04, 11.60)
S (13.32, 16.95, 10.64)
O (14.31, 16.02, 11.16)
O (12.18, 16.36, 9.95)
C (14.43, 18.03, 9.36)
F (13.68, 19.02, 8.90)
F (15.44, 18.55, 9.92)
F (14.74, 17.31, 8.25)

***

Number 1 is which compound?
C39H53N8O4P